No. 1
DFT (ωB97M-V/def2-TZVPD) results for C3H9N3 as an isolated structure.

For the energy above the lowest of the compared OMol25 structures with the same formula, charge and spin, the calculation gives 72.4 kcal/mol. The frontier orbital gap comes out at 8.48 eV.

Positions of all 15 atoms, in Å:
C  0.72  -1.31  -0.93
C  0.25  0.11  -0.86
N  1.04  0.98  0.03
N  -0.73  0.55  -1.55
H  0.96  1.98  -0.17
H  1.97  0.67  0.28
H  -0.77  1.57  -1.56
H  1.46  -1.41  -1.74
H  1.19  -1.63  0.00
H  -0.14  -1.96  -1.12
C  -0.94  -0.18  1.60
N  -2.16  0.19  1.70
H  -2.31  1.02  1.10
H  -0.69  -1.14  2.09
H  0.16  0.58  1.14


No. 2
DFT (ωB97M-V/def2-TZVPD) results for C21H23N5O5Se2Ta as an isolated structure.

Its total charge is +1. For the energy above the lowest of the compared OMol25 structures with the same formula, charge and spin, the calculation gives 39.1 kcal/mol. The frontier orbital gap comes out at 7.17 eV.

Positions of all 57 atoms, in Å:
Ta  0.68  0.34  -0.25
O  0.38  1.65  1.63
N  -0.84  1.89  1.84
N  -1.62  1.58  0.89
O  -1.11  1.10  -0.25
C  -3.03  1.67  1.03
C  -3.83  0.95  0.15
C  -5.21  1.01  0.28
C  -5.77  1.79  1.28
C  -4.97  2.50  2.15
C  -3.59  2.45  2.04
H  -3.37  0.35  -0.63
H  -5.83  0.45  -0.40
H  -6.85  1.84  1.38
H  -5.41  3.11  2.93
H  -2.94  2.99  2.72
O  1.97  -0.48  0.75
C  2.39  -0.56  2.02
C  3.68  -0.14  2.35
C  4.10  -0.16  3.67
C  3.24  -0.61  4.67
C  1.97  -1.05  4.34
C  1.53  -1.02  3.02
C  0.18  -1.45  2.67
N  -0.57  -0.98  1.67
C  -1.77  -1.64  1.73
C  -1.76  -2.51  2.78
N  -0.53  -2.37  3.36
H  4.33  0.20  1.56
H  5.09  0.17  3.92
H  3.56  -0.62  5.70
H  1.30  -1.37  5.13
H  -2.56  -1.44  1.03
H  -2.51  -3.19  3.15
H  -0.18  -2.91  4.13
O  3.23  -2.58  -4.31
C  2.39  -1.57  -4.84
C  1.67  -0.87  -3.68
C  0.72  0.12  -4.39
O  -0.16  0.84  -3.53
C  2.79  -0.25  -2.81
Se  2.43  1.34  -1.68
C  0.94  -1.98  -2.91
Se  -0.39  -1.52  -1.51
H  3.60  -3.10  -5.02
H  1.64  -2.00  -5.52
H  2.97  -0.84  -5.41
H  0.11  -0.45  -5.09
H  1.34  0.82  -4.96
H  -0.53  1.58  -4.04
H  3.61  0.09  -3.45
H  3.20  -1.02  -2.15
H  1.68  -2.62  -2.43
H  0.38  -2.60  -3.61
N  -0.65  4.38  -1.03
C  0.12  3.53  -0.87
H  -1.28  5.15  -1.18


No. 3
DFT (ωB97M-V/def2-TZVPD) results for the molecule C4H5NO2.

As for the SMILES: O=C=CCNC=O. For the energy above the lowest of the compared OMol25 structures with the same formula, charge and spin, the calculation gives 27.8 kcal/mol. The frontier orbital gap comes out at 9.67 eV.

Positions of all 12 atoms, in Å:
O  1.92  -1.02  1.73
C  1.58  -0.39  0.81
C  1.30  0.41  -0.21
C  0.06  0.26  -1.06
N  -1.16  0.44  -0.27
C  -1.43  -0.59  0.60
O  -0.75  -1.59  0.68
H  -1.20  1.35  0.16
H  1.93  1.28  -0.29
H  -0.01  -0.72  -1.53
H  0.07  1.01  -1.86
H  -2.34  -0.44  1.20


No. 4
DFT (ωB97M-V/def2-TZVPD) results for a 3-piece molecular cluster, C9H23O8P overall.

As for the SMILES: CCC(=O)OCCOP(=O)(O)O.CCO.CCO. The frontier orbital gap comes out at 10.02 eV.

Positions of all 41 atoms, in Å:
C  0.23  2.09  3.19
C  0.93  0.91  3.88
C  0.57  -0.47  3.40
O  1.39  -1.37  3.41
O  -0.73  -0.74  3.03
C  -1.06  -0.46  1.67
C  0.08  -0.59  0.71
O  -0.48  -0.59  -0.64
P  0.52  -0.10  -1.78
O  0.16  -0.64  -3.07
O  1.99  -0.59  -1.40
O  0.51  1.49  -1.80
H  0.01  1.92  2.15
H  0.86  2.96  3.27
H  -0.69  2.32  3.71
H  0.76  0.99  4.95
H  2.00  0.99  3.75
H  -1.84  -1.15  1.35
H  -1.52  0.52  1.62
H  0.74  0.27  0.80
H  0.63  -1.52  0.83
H  2.39  -0.01  -0.74
H  0.40  1.89  -0.94
C  2.84  3.46  -4.57
C  3.70  2.21  -4.52
O  3.59  1.55  -3.27
H  3.13  4.15  -3.78
H  2.93  3.97  -5.53
H  1.79  3.21  -4.41
H  4.75  2.46  -4.66
H  3.41  1.52  -5.32
H  2.67  1.31  -3.14
C  -4.51  -4.32  0.66
C  -3.81  -2.98  0.60
O  -3.80  -2.34  1.88
H  -5.54  -4.20  1.01
H  -4.53  -4.80  -0.32
H  -4.01  -4.99  1.36
H  -4.33  -2.30  -0.08
H  -2.78  -3.10  0.25
H  -3.34  -2.92  2.49


No. 5
DFT (ωB97M-V/def2-TZVPD) results for a 5-piece molecular cluster, C31H32NO8S overall.

Its total charge is +1. The frontier orbital gap comes out at 7.26 eV.

Positions of all 73 atoms, in Å:
C  4.80  1.11  1.03
C  4.57  2.57  0.70
S  2.97  2.91  -0.08
C  1.81  2.07  1.02
C  0.41  2.58  0.68
C  -0.45  1.71  -0.25
C  -1.86  2.33  -0.13
N  -1.74  3.28  1.08
C  -0.56  2.75  1.83
H  4.62  0.50  0.14
H  4.16  0.77  1.83
H  5.83  0.96  1.34
H  4.66  3.20  1.59
H  5.30  2.90  -0.03
H  2.08  2.28  2.05
H  1.85  0.99  0.86
H  0.51  3.54  0.17
H  -0.47  0.71  0.16
H  -0.11  1.71  -1.29
H  -2.58  1.58  0.14
H  -2.18  2.92  -0.97
H  -1.48  4.20  0.75
H  -2.60  3.37  1.62
H  -0.22  3.40  2.62
H  -0.86  1.76  2.19
C  -2.99  -1.37  -1.35
C  -2.86  -2.58  -1.88
C  -3.63  -3.73  -1.34
O  -3.48  -4.84  -1.81
C  -4.55  -3.48  -0.21
C  -4.68  -2.27  0.31
C  -3.91  -1.12  -0.21
O  -4.01  -0.01  0.29
H  -2.44  -0.51  -1.72
H  -2.19  -2.78  -2.70
H  -5.10  -4.34  0.16
H  -5.35  -2.06  1.14
C  3.14  2.91  -3.89
C  1.92  2.46  -3.64
C  1.25  1.49  -4.53
O  0.14  1.08  -4.27
C  1.99  1.03  -5.73
C  3.21  1.49  -5.99
C  3.89  2.46  -5.10
O  5.01  2.86  -5.32
H  3.65  3.62  -3.25
H  1.36  2.78  -2.76
H  1.48  0.32  -6.37
H  3.77  1.17  -6.87
C  -2.13  3.74  6.21
C  -1.54  2.95  7.11
C  -1.32  1.50  6.83
O  -0.77  0.78  7.63
C  -1.77  0.97  5.52
C  -2.37  1.77  4.64
C  -2.58  3.21  4.90
O  -3.06  3.93  4.04
H  -2.29  4.80  6.38
H  -1.20  3.31  8.07
H  -1.60  -0.08  5.33
H  -2.74  1.42  3.68
C  2.08  -7.06  -1.54
C  1.73  -5.87  -1.07
C  0.39  -5.30  -1.36
O  0.06  -4.20  -0.95
C  -0.54  -6.11  -2.19
C  -0.18  -7.30  -2.66
C  1.16  -7.87  -2.37
O  1.48  -8.96  -2.80
H  3.05  -7.50  -1.34
H  2.39  -5.26  -0.46
H  -1.50  -5.65  -2.37
H  -0.84  -7.91  -3.27


No. 6
DFT (ωB97M-V/def2-TZVPD) results for the molecule C5H4N2.

For the energy above the lowest of the compared OMol25 structures with the same formula, charge and spin, the calculation gives 113.5 kcal/mol. The frontier orbital gap (spin up / spin down) comes out at 7.99 / 7.43 eV.

Positions of all 11 atoms, in Å:
C  -1.47  -0.36  0.33
C  1.00  -0.04  -1.43
C  0.80  -0.91  -0.24
C  -0.08  0.05  0.64
C  0.08  1.44  -0.17
N  -2.55  -0.75  0.40
N  0.78  1.26  -1.22
H  0.17  -1.81  -0.33
H  1.58  -1.24  0.39
H  0.12  0.08  1.66
H  -0.43  2.29  -0.03


No. 7
DFT (ωB97M-V/def2-TZVPD) results for the molecule C2H6Cl2P2.

As for the SMILES: C[C@H](P)P(Cl)Cl. For the energy above the lowest of the compared OMol25 structures with the same formula, charge and spin, the calculation gives 0.0 kcal/mol. The frontier orbital gap comes out at 9.75 eV.

Positions of all 12 atoms, in Å:
C  -1.46  -0.35  0.62
C  -0.10  -0.19  -0.15
P  1.05  -1.27  0.78
P  0.75  1.66  -0.47
Cl  2.12  1.02  -1.84
Cl  -0.65  2.22  -1.75
H  -1.82  -1.31  0.25
H  -2.29  0.36  0.47
H  -1.06  -0.25  1.69
H  -0.15  -0.48  -1.14
H  2.13  -1.04  -0.20
H  1.50  -0.37  1.73


No. 8
DFT (ωB97M-V/def2-TZVPD) results for a 4-piece molecular cluster, C17H34NO7P overall.

As for the SMILES: C#CCOC[C@H](N)P(=O)(O)O.C1CCOC1.C1CCOC1.C1CCOC1. The frontier orbital gap comes out at 9.80 eV.

Positions of all 60 atoms, in Å:
C  -1.75  -4.23  -1.40
C  -2.43  -3.83  -2.30
C  -3.25  -3.34  -3.41
O  -4.62  -3.47  -3.06
C  -5.47  -3.64  -4.18
C  -6.83  -4.11  -3.66
N  -7.37  -5.19  -4.52
P  -8.05  -2.76  -3.46
O  -8.12  -2.31  -2.06
O  -7.70  -1.58  -4.48
O  -9.44  -3.27  -4.03
H  -1.26  -4.64  -0.55
H  -2.99  -2.29  -3.59
H  -3.02  -3.91  -4.32
H  -5.55  -2.71  -4.74
H  -5.05  -4.39  -4.86
H  -6.66  -4.47  -2.64
H  -7.95  -5.80  -3.96
H  -6.60  -5.77  -4.84
H  -7.09  -0.97  -4.04
H  -9.95  -3.60  -3.28
C  -0.74  0.60  1.04
C  -1.98  -0.10  1.59
C  -2.33  -1.06  0.45
O  -1.09  -1.41  -0.16
C  -0.05  -0.54  0.31
H  -0.11  1.04  1.80
H  -1.03  1.38  0.33
H  -1.73  -0.66  2.49
H  -2.80  0.58  1.83
H  -2.97  -0.58  -0.29
H  -2.82  -1.97  0.79
H  0.60  -1.11  0.98
H  0.54  -0.21  -0.55
C  4.30  1.80  0.98
C  4.29  0.42  1.63
C  3.17  0.57  2.65
O  2.24  1.49  2.08
C  2.82  2.13  0.94
H  4.76  1.81  -0.01
H  4.84  2.51  1.60
H  4.03  -0.35  0.90
H  5.24  0.15  2.09
H  3.55  0.99  3.59
H  2.66  -0.36  2.87
H  2.34  1.73  0.04
H  2.61  3.20  0.99
C  6.51  5.67  3.89
C  7.94  5.41  3.43
C  7.85  3.96  2.97
O  6.52  3.77  2.49
C  5.70  4.88  2.87
H  6.24  6.73  3.91
H  6.35  5.27  4.89
H  8.19  6.05  2.58
H  8.68  5.56  4.20
H  8.02  3.27  3.81
H  8.55  3.72  2.18
H  5.50  5.48  1.97
H  4.75  4.51  3.26